Here is a molecular structure, C24H68N6O7 at a distorted geometry from the OMol25 dataset. Energies are from ωB97M-V with the def2-TZVPD basis set.

```
105
Properties=species:S:1:pos:R:3:forces:R:3
C 4.78183 1.95548 1.94930 0.0 -4.8 -4.2
C 3.46083 1.60448 0.99530 4.6 1.0 -0.1
C 3.76883 1.56148 -0.54670 5.3 -3.3 3.2
O 4.44283 2.70648 -0.94370 0.4 -0.4 -1.7
C 4.83183 2.46848 -2.33970 -1.6 -2.1 1.1
N 2.73983 0.40648 1.45630 -2.8 6.3 1.6
H 2.33683 0.63748 2.38230 0.2 -0.4 -0.5
H 1.91083 0.25248 0.89030 -2.5 0.0 -1.2
H 3.00983 -0.48152 1.48930 3.3 -4.7 0.0
H 5.58283 1.08548 1.75630 -1.1 2.4 -0.5
H 4.74783 1.79248 2.95630 -1.4 0.0 2.9
H 5.00183 2.94648 1.71130 1.2 1.3 -0.4
H 3.06683 2.60548 0.99730 -2.3 -0.2 0.9
H 2.90983 1.50848 -1.07170 -3.1 -1.0 -1.8
H 4.55983 0.53448 -0.70070 -2.4 2.6 0.1
H 4.07683 2.37748 -3.11870 -1.3 -0.3 0.7
H 5.38483 1.54048 -2.46170 0.5 0.0 0.5
H 5.30983 3.27048 -2.69070 2.6 3.2 -0.7
O 0.56983 -0.34152 0.21830 1.2 1.3 0.9
H -0.35217 -0.36352 0.35030 -1.5 0.7 0.6
C -3.00617 -3.59952 -2.15470 0.4 1.4 2.1
C -2.26917 -2.33752 -1.71170 -0.2 3.7 1.7
C -3.22817 -1.33752 -0.88270 1.3 -1.1 -1.5
O -4.37917 -1.07052 -1.68770 0.3 1.0 1.9
C -5.25417 -0.21752 -0.90270 -0.5 -2.5 0.9
N -1.00117 -2.47552 -0.87770 1.0 4.3 -4.0
H -4.01117 -3.26552 -2.37170 0.0 0.0 -1.5
H -3.30217 -4.05752 -1.19370 1.0 -1.1 -0.4
H -2.37417 -4.11552 -2.87870 -0.8 -0.5 0.2
H -2.13817 -1.56552 -2.56870 0.8 -1.9 0.8
H -2.58517 -0.41652 -0.74070 -0.9 -0.6 0.1
H -3.47017 -1.78752 0.09030 -0.3 0.2 0.0
H -5.61517 -0.90052 0.05130 1.0 2.1 -1.8
H -6.16817 -0.18952 -1.53070 0.6 1.0 0.5
H -4.71317 0.74448 -0.59770 -1.2 -1.2 -0.4
H -0.51917 -1.49952 -0.50970 -1.5 -2.7 -2.9
H -0.98817 -2.77852 0.01030 -1.7 -2.8 3.8
C 1.16583 -4.83352 0.72530 -2.1 2.0 -1.3
C 1.12883 -3.88952 1.96430 0.2 -0.6 -1.5
C -0.13917 -4.13252 2.74130 0.6 -7.2 -6.0
O -1.15117 -3.73952 1.90230 -4.8 -0.1 0.7
C -2.47517 -4.25352 2.49730 -0.5 -2.0 -3.2
N 2.36883 -4.20052 2.67930 -0.4 5.9 -1.4
H 2.02583 -4.49052 0.04330 -1.2 -1.2 1.1
H 0.15383 -4.61752 0.16130 2.1 -0.5 0.7
H 1.04083 -5.87452 1.08630 0.8 0.4 -0.4
H 0.98983 -2.82552 1.62230 1.0 -0.7 0.2
H -0.10117 -3.66252 3.55430 -0.1 3.8 7.1
H -0.29017 -5.34252 2.92830 0.6 2.7 0.0
H -2.60517 -3.91352 3.49630 0.1 0.4 0.8
H -2.41217 -5.42652 2.47230 0.1 2.2 0.3
H -3.52417 -4.07152 1.88130 3.2 0.3 1.1
H 2.34683 -5.10152 2.80730 0.3 -6.6 0.3
H 2.30983 -3.89752 3.60730 0.1 1.3 1.8
C -2.99217 0.13848 4.29130 0.1 -2.3 0.0
C -2.41817 -0.04552 2.83830 -0.5 -2.2 0.0
C -2.30417 1.31748 2.06930 -1.9 -2.6 0.6
O -3.61617 1.82248 2.06330 -0.4 1.0 -2.6
C -3.78017 2.96848 1.16630 9.5 -1.9 0.8
N -1.10117 -0.68952 2.94230 1.9 -0.2 -1.6
H -3.90417 0.65648 4.27530 -1.3 1.1 -0.4
H -2.27817 0.78848 4.85430 -0.4 -1.2 0.1
H -3.42317 -0.92752 4.79030 2.1 2.7 -1.1
H -3.01217 -0.92252 2.32430 0.0 2.5 0.3
H -1.80317 1.24548 1.10330 -0.3 -0.3 -0.1
H -1.80217 2.01148 2.64130 2.1 1.3 1.5
H -4.64417 3.19348 1.34630 -9.5 3.4 2.2
H -3.75717 2.86248 0.11430 0.7 -1.2 -1.4
H -3.01517 3.79048 1.40030 -1.2 -1.0 0.0
H -0.60417 -0.66052 2.00730 -0.4 0.8 1.3
H -1.21117 -1.69852 2.87730 -0.5 -0.1 0.8
C 3.13983 -2.52952 -3.07670 5.6 0.0 -0.1
C 2.51083 -1.46252 -2.37170 -2.3 0.2 4.7
C 1.49483 -0.69852 -3.16470 10.6 4.3 1.1
O 2.07283 0.31348 -4.03470 2.5 -0.4 -0.1
C 1.18183 1.17448 -4.69370 1.3 -2.8 0.1
N 1.91783 -2.06652 -1.10670 -1.3 0.2 2.5
H 2.55783 -3.33652 -3.35170 -1.3 -1.8 -0.2
H 4.22983 -2.84852 -2.58570 -3.1 0.5 -1.0
H 3.41783 -1.98152 -3.93970 0.8 -0.2 -1.8
H 3.27683 -0.79852 -1.93270 -0.4 0.1 -0.7
H 0.95083 -0.13052 -2.64570 -4.0 4.3 5.8
H 0.83683 -1.15252 -3.56270 -7.9 -7.3 -6.3
H 0.72383 0.56048 -5.39670 -1.1 -0.7 -2.1
H 1.64883 1.98848 -5.14770 1.1 1.2 -0.5
H 0.44083 1.43348 -4.06070 -2.6 1.6 2.4
H 1.43083 -1.40052 -0.32770 1.7 -1.0 -2.9
H 1.06483 -2.70852 -1.08670 1.7 0.8 -1.7
C 1.17083 3.98948 -1.67670 1.4 -2.6 0.5
C 0.16883 3.53148 -0.59970 2.9 1.5 1.0
C -0.82317 4.67748 -0.57270 0.1 -1.3 4.1
O -0.25717 5.85148 -0.03570 -1.5 1.5 -0.7
C -1.31917 6.74348 0.39330 1.6 3.8 -2.2
N -0.43217 2.29448 -0.89470 -10.5 9.5 -4.7
H 0.75383 3.76848 -2.64170 -0.6 1.4 -0.7
H 2.08383 3.38648 -1.81070 -0.3 -0.8 0.7
H 1.69483 4.84648 -1.32370 -0.5 1.7 -0.6
H 0.80783 3.47748 0.37530 -1.3 0.3 -1.0
H -1.51717 4.46648 0.29030 -0.5 -0.6 -1.7
H -1.17717 4.75048 -1.55670 -1.2 0.5 -1.3
H -2.11117 7.43148 -0.44070 2.9 -2.2 1.6
H -0.69417 7.51148 0.95430 -1.4 -0.7 -0.6
H -2.06817 6.33648 0.99130 -0.9 -1.4 1.3
H -1.43917 2.16348 -0.48570 2.4 0.9 -1.2
H -0.02217 1.64148 -0.57670 7.5 -11.4 5.1
```
Forces are in eV/Å.

Its HOMO energy is -7.19 eV. The relative energy (zero: lowest compared OMol25 entry of this formula, charge and spin) comes out at 424.9 kcal/mol. The calculation puts the LUMO energy at 0.25 eV.

Here is a gas-phase ion, C6H11N2O2S2 (charge +1) at a distorted geometry from the OMol25 dataset. Energies are from ωB97M-V with the def2-TZVPD basis set.

```
23
Properties=species:S:1:pos:R:3:forces:R:3
C -0.68568 2.80085 0.43021 0.0 0.1 0.0
C 0.16030 2.09004 -0.29102 0.1 0.0 0.0
C 1.54379 1.69912 0.15476 -0.2 0.1 0.2
N 2.01160 0.52023 -0.55653 0.2 0.1 -0.1
C 1.52107 -0.69562 -0.32135 0.4 -0.1 -0.4
N 1.95490 -1.71910 -1.06335 0.0 -0.2 0.0
O 0.68385 -0.88944 0.61215 0.3 -0.2 0.4
S -1.25987 -0.82995 0.23966 -0.1 -0.6 1.1
C -1.47539 -2.42731 1.08656 0.0 0.3 0.0
O -1.21161 -1.08362 -1.18153 0.3 -0.1 -1.1
C -3.14116 -0.40191 0.22485 -1.2 1.3 -0.7
S -4.02114 0.68063 -0.38469 0.3 -0.8 0.6
H -0.44108 3.16187 1.41546 0.1 0.0 0.2
H -1.64398 3.09006 0.03777 -0.2 0.1 -0.1
H -0.10195 1.75591 -1.28588 -0.1 0.0 -0.2
H 2.24769 2.51017 -0.04842 0.0 -0.2 0.0
H 1.55233 1.49194 1.22780 0.1 0.1 -0.1
H 2.64036 0.66282 -1.33125 0.0 -0.1 0.1
H 1.57727 -2.63819 -0.90353 0.0 0.1 0.0
H 2.61258 -1.60629 -1.81554 0.0 0.0 0.0
H -1.35467 -2.23834 2.14591 0.1 0.0 0.3
H -2.45884 -2.82611 0.87524 0.0 0.0 -0.1
H -0.71036 -3.10775 0.73271 0.2 0.1 -0.1
```
Forces are in eV/Å.

Its HOMO energy (spin up / spin down) is -12.99 / -12.99 eV. The relative energy (zero: lowest compared OMol25 entry of this formula, charge and spin) comes out at 62.1 kcal/mol. The total charge is +1. Its SMILES is C=CCNC(=[NH2+])O[S@](C)(=O)=C=S. The calculation puts the LUMO energy (spin up / spin down) at -5.24 / -5.24 eV.